<w>
This record from the Open Molecules 2025 dataset describes a 2-piece molecular cluster, CH4FNP2 overall. The level of theory is ωB97M-V/def2-TZVPD.

Computed properties:
Gap between HOMO and LUMO (eV): 8.2846
E_HOMO (eV): -9.697

The geometry in ORCA input format:
```
! RIJCOSX wB97M-V def2-TZVPD def2/J DEFGRID3
* xyz 0 1
C -0.39970 -0.74887 0.12049
N 1.72692 0.52359 0.68098
F 0.98852 0.53445 -2.20667
P 2.13488 2.00480 0.55201
P 1.35171 -0.72131 -0.33206
H -0.60136 -1.10491 1.18262
H -1.04258 -1.46376 -0.53284
H -0.91890 0.26203 0.25602
H 1.23053 2.43094 -0.49473
*
```



<x>
This record from the Open Molecules 2025 dataset describes a 2-piece molecular cluster, CH4FNP2 overall. The level of theory is ωB97M-V/def2-TZVPD.

Computed properties:
Gap between HOMO and LUMO (spin up / spin down) (eV): 6.4724 / 6.4618
E_HOMO (spin up / spin down) (eV): -7.433 / -7.441

The geometry in ORCA input format:
```
! RIJCOSX wB97M-V def2-TZVPD def2/J DEFGRID3
* xyz 0 1
C -0.11478 -0.87358 1.45475
N -0.14232 -0.29977 -1.11478
F 0.49272 2.71847 -1.97312
P 0.13814 -0.86386 -2.49221
P -0.46552 0.48204 0.23217
H 0.86177 -1.31052 1.25035
H -0.87966 -1.64856 1.39679
H -0.11874 -0.43936 2.45336
H 0.22839 2.23514 -1.20731
*
```



Referenced to the most stable arrangement, the calculated values in eV are <w> 0.797; <x> 0.000.



<w>
This record from the Open Molecules 2025 dataset describes an isolated ion of composition C5H8NOS and charge +1. The level of theory is ωB97M-V/def2-TZVPD.

Computed properties:
Structure (SMILES): O=C[C@H]1[NH2+]CCC1=S
Gap between HOMO and LUMO (eV): 8.3726
E_HOMO (eV): -13.219

The geometry in ORCA input format:
```
! RIJCOSX wB97M-V def2-TZVPD def2/J DEFGRID3
* xyz 1 1
C -1.21801 0.49055 0.01293
C -0.50122 -2.09566 -0.02008
C -0.34294 1.63639 -0.47635
C 1.05596 1.02914 -0.50393
C -0.38830 -0.70099 0.51191
N 1.02364 -0.29872 0.48376
O 0.54447 -2.58350 -0.40179
S -2.86252 0.39209 0.03408
H -1.59314 -2.55437 0.03134
H -0.65335 1.98716 -1.54440
H -0.40609 2.51743 0.27999
H 1.23874 0.55763 -1.38652
H 1.93323 1.58415 -0.17981
H -0.78324 -0.91824 1.50169
H 1.65296 -1.10834 0.26141
H 1.29983 0.06529 1.39577
*
```



<x>
This record from the Open Molecules 2025 dataset describes a 2-piece molecular cluster, C5H8NOS overall. The level of theory is ωB97M-V/def2-TZVPD.

Computed properties:
Gap between HOMO and LUMO (eV): 8.8101
E_HOMO (eV): -13.629

The geometry in ORCA input format:
```
! RIJCOSX wB97M-V def2-TZVPD def2/J DEFGRID3
* xyz 1 1
C -1.67428 -1.15707 0.26400
C -3.03234 -1.17691 0.01711
C -1.98743 1.08993 -0.34531
C -1.08373 0.13654 0.10634
C 0.26012 0.53189 0.35230
N 1.24692 -0.33692 0.61069
O 3.91200 0.46276 -0.62403
S -3.46104 0.35687 -0.64495
H -1.27363 -2.06030 0.65812
H -3.59952 -1.97034 -0.13004
H -1.72876 2.08899 -0.74871
H 0.47505 1.56723 0.27131
H 2.21582 0.16358 0.43548
H 4.67787 0.36527 -0.04090
H 1.19312 -1.40087 0.80806
H 3.85984 1.33934 -0.98948
*
```



Referenced to the most stable arrangement, the calculated values in eV are <w> 1.327; <x> 0.000.



<w>
This record from the Open Molecules 2025 dataset describes an isolated ion of composition C6H7N2OS and charge +1. The level of theory is ωB97M-V/def2-TZVPD.

Computed properties:
Structure (SMILES): NC(=S)O[n+]1ccccc1
Gap between HOMO and LUMO (eV): 7.1279
E_HOMO (eV): -12.321

The geometry in ORCA input format:
```
! RIJCOSX wB97M-V def2-TZVPD def2/J DEFGRID3
* xyz 1 1
C -0.41075 1.62396 1.90577
C 0.60834 1.86319 0.97670
C -1.46900 0.66139 1.56954
C 0.58686 1.04143 -0.17672
C -1.38988 -0.12269 0.42851
C 0.46884 -1.60660 -1.96070
N -0.31284 0.06276 -0.29879
N 1.23701 -2.25692 -1.09188
O -0.17084 -0.40769 -1.60576
S 0.35063 -1.98586 -3.50405
H -0.82569 2.24592 2.75469
H 1.34270 2.66033 1.25604
H -2.40235 0.64537 2.02419
H 1.33762 1.18087 -0.91342
H -2.27293 -0.62714 0.23389
H 1.55695 -1.89320 -0.22145
H 1.76533 -3.08514 -1.37656
*
```



<x>
This record from the Open Molecules 2025 dataset describes an isolated ion of composition C6H7N2OS and charge +1. The level of theory is ωB97M-V/def2-TZVPD.

Computed properties:
Structure (SMILES): C=C(N)[NH+]=C=C[C@H]1SC1=O
Gap between HOMO and LUMO (eV): 7.4942
E_HOMO (eV): -12.964

The geometry in ORCA input format:
```
! RIJCOSX wB97M-V def2-TZVPD def2/J DEFGRID3
* xyz 1 1
C 1.27896 0.27268 1.13199
C 2.65631 -0.06515 0.89863
C 0.25979 0.29488 0.31163
C 3.45133 0.34874 -0.22766
C -1.85943 -0.17469 -0.57061
C -2.10095 -1.14885 0.32780
N -0.77099 0.68080 -0.34824
N -2.75476 0.27495 -1.55808
O 3.96677 1.25946 -0.78028
S 3.02083 -1.26837 -0.45343
H 1.07128 0.17395 2.28991
H 3.32441 -0.27990 1.78645
H -3.02418 -1.73007 0.22851
H -1.31482 -1.35534 1.14747
H -0.70546 1.57376 -0.83022
H -3.72016 -0.12523 -1.53811
H -2.77894 1.26837 -1.81575
*
```



Referenced to the most stable arrangement, the calculated values in eV are <w> 0.000; <x> 1.249.



<w>
This record from the Open Molecules 2025 dataset describes C2H3NOS3 as an isolated structure. The level of theory is ωB97M-V/def2-TZVPD.

Computed properties:
Gap between HOMO and LUMO (spin up / spin down) (eV): 6.5720 / 6.8745
E_HOMO (spin up / spin down) (eV): -8.513 / -8.753

The geometry in ORCA input format:
```
! RIJCOSX wB97M-V def2-TZVPD def2/J DEFGRID3
* xyz 0 1
C 0.18744 0.26407 -0.07826
C 1.71015 -0.23866 -0.01102
N -0.75448 -0.58482 -0.20581
O -1.56880 1.84109 -0.07682
S -0.13369 1.88550 0.21612
S -3.18064 -1.89152 0.35900
S -2.26572 -0.30790 -0.33886
H 1.84441 -1.24833 0.15846
H 1.97758 0.22818 0.86878
H 2.18375 0.05240 -0.89158
*
```



<x>
This record from the Open Molecules 2025 dataset describes C2H3NOS3 as an isolated structure. The level of theory is ωB97M-V/def2-TZVPD.

Computed properties:
Gap between HOMO and LUMO (spin up / spin down) (eV): 7.7158 / 7.7159
E_HOMO (spin up / spin down) (eV): -9.336 / -9.337

The geometry in ORCA input format:
```
! RIJCOSX wB97M-V def2-TZVPD def2/J DEFGRID3
* xyz 0 1
C -0.91558 -1.33293 0.36757
C -1.87090 -0.54344 -0.22156
N -0.25155 -2.00641 1.05263
O -0.17447 1.19012 0.39928
S -1.70115 1.11894 -0.23414
S 2.33128 -0.19753 -0.42335
S -3.33801 -1.13095 -0.73606
H -0.05703 2.09762 0.77502
H 3.59539 -0.33665 -0.75844
H 2.38203 1.14122 -0.22095
*
```



Referenced to the most stable arrangement, the calculated values in eV are <w> 0.568; <x> 0.000.



<w>
This record from the Open Molecules 2025 dataset describes HO3S3 as an isolated structure. The level of theory is ωB97M-V/def2-TZVPD.

Computed properties:
Gap between HOMO and LUMO (eV): 7.8364
E_HOMO (eV): -4.420

The geometry in ORCA input format:
```
! RIJCOSX wB97M-V def2-TZVPD def2/J DEFGRID3
* xyz -1 1
O 0.41964 -0.65163 -1.06267
O -0.64809 -0.06552 1.08126
O 1.79898 -0.23068 0.95471
S -1.94769 -0.56917 0.21661
S 0.77533 2.04108 -0.32927
S 0.68274 0.14941 0.14268
H -1.08091 -0.67350 -1.00332
*
```



<x>
This record from the Open Molecules 2025 dataset describes a 2-piece molecular cluster, HO3S3 overall. The level of theory is ωB97M-V/def2-TZVPD.

Computed properties:
Gap between HOMO and LUMO (spin up / spin down) (eV): 5.8486 / 6.7092
E_HOMO (spin up / spin down) (eV): -4.634 / -4.903

The geometry in ORCA input format:
```
! RIJCOSX wB97M-V def2-TZVPD def2/J DEFGRID3
* xyz -1 1
O 1.35293 0.86503 0.24473
O -0.72538 -0.05548 -1.06279
O 1.29772 -1.18343 -1.14206
S -1.54174 1.44284 1.45674
S 0.19544 -1.35247 1.35340
S 0.65871 -0.32289 -0.19167
H -1.23767 0.60640 -0.65835
*
```



<y>
This record from the Open Molecules 2025 dataset describes HO3S3 as an isolated structure. The level of theory is ωB97M-V/def2-TZVPD.

Computed properties:
Gap between HOMO and LUMO (spin up / spin down) (eV): 6.4498 / 5.3474
E_HOMO (spin up / spin down) (eV): -4.471 / -4.019

The geometry in ORCA input format:
```
! RIJCOSX wB97M-V def2-TZVPD def2/J DEFGRID3
* xyz -1 1
O 0.57125 1.08395 -1.05591
O -0.92314 -0.37379 0.87993
O 1.33896 -1.20539 -0.64358
S -2.28156 -0.81032 0.24515
S 3.18469 0.82230 0.58012
S 1.02839 0.09955 -0.09303
H -2.91859 0.38370 0.08732
*
```



Referenced to the most stable arrangement, the calculated values in eV are <w> 0.000; <x> 1.400; <y> 2.186.



<w>
This record from the Open Molecules 2025 dataset describes C2H2O2S2 in the gas phase. The level of theory is ωB97M-V/def2-TZVPD.

Computed properties:
Structure (SMILES): O=C(O)C(=S)S
Gap between HOMO and LUMO (eV): 7.7197
E_HOMO (eV): -9.259

The geometry in ORCA input format:
```
! RIJCOSX wB97M-V def2-TZVPD def2/J DEFGRID3
* xyz 0 1
C 0.69279 0.48553 -0.34154
C -0.29385 -0.47529 0.21517
H -1.13012 1.82384 -0.65794
H -0.47019 -2.02173 1.20971
O 0.25585 -1.49667 0.87552
O -1.48991 -0.38890 0.18416
S 0.12114 1.97032 -1.07479
S 2.31429 0.10290 -0.41030
*
```



<x>
This record from the Open Molecules 2025 dataset describes C2H2O2S2 in the gas phase. The level of theory is ωB97M-V/def2-TZVPD.

Computed properties:
Structure (SMILES): OC(=S)C(O)=S
Gap between HOMO and LUMO (eV): 7.5086
E_HOMO (eV): -9.066

The geometry in ORCA input format:
```
! RIJCOSX wB97M-V def2-TZVPD def2/J DEFGRID3
* xyz 0 1
C 0.16674 0.01109 0.50946
C -0.38050 -0.18344 -0.86584
H 0.05524 -0.80909 2.18148
H 0.53443 1.36785 -1.02165
O -0.23139 -0.96548 1.26836
O 0.03282 0.78396 -1.65610
S 1.17760 1.19940 0.95112
S -1.35494 -1.40428 -1.36683
*
```



Referenced to the most stable arrangement, the calculated values in eV are <w> 0.000; <x> 0.318.